Entry from the OMol25 dataset: a 14-piece molecular cluster, C42H119N7O21 overall (ωB97M-V/def2-TZVPD).

Calculated values
ΔE to the lowest compared entry with this formula, charge and spin in kcal/mol: 112.1
Lowest unoccupied orbital energy in eV: 0.065
Net charge: 0
HOMO-LUMO gap in eV: 8.85

XYZ file:
```
189
Properties=species:S:1:pos:R:3:forces:R:3:mulliken_charge:R:1
C -13.28890 12.90668 0.56886 0.325 0.790 -0.403 -1.3316
C -12.69166 13.72038 -0.65007 -1.548 -0.992 -0.948 0.7476
C -13.01086 15.25379 -0.61384 0.924 0.172 1.809 -0.7798
O -14.36174 15.53096 -0.69534 -2.187 -0.605 -1.387 -0.2547
C -14.83214 16.86633 -0.59498 0.321 -0.359 0.345 -0.8739
N -11.28542 13.44310 -0.88773 1.644 0.454 0.610 -0.7576
H -14.37231 12.81107 0.64099 -0.187 0.655 -0.722 0.1479
H -13.01957 13.40039 1.50257 0.424 -0.292 0.162 0.3284
H -13.02405 11.84943 0.55620 0.764 0.103 0.020 0.5329
H -13.14323 13.30184 -1.54952 -1.113 0.276 -0.080 0.1958
H -12.41288 15.87707 -1.27871 0.166 -0.371 -0.588 0.3782
H -12.79731 15.63407 0.38510 1.091 -0.138 0.470 0.2818
H -15.90284 16.81643 -0.39695 0.122 -0.133 0.070 0.2181
H -14.71239 17.49747 -1.47556 0.382 -0.289 -0.397 0.3191
H -14.33894 17.37435 0.23374 0.057 0.127 0.241 0.3718
H -10.99699 12.47570 -0.92023 -0.659 -0.427 0.892 0.1569
H -10.95784 13.68850 -1.81107 -0.441 0.922 -0.187 0.2967
C -16.58701 15.91085 2.35478 1.744 -1.366 -0.254 -1.4885
C -16.03563 14.47480 2.69089 1.043 -0.104 0.992 1.7215
C -14.90000 14.55165 3.78268 -0.509 1.746 -0.483 -1.3643
O -14.36656 13.32072 4.19707 0.843 -0.542 1.053 0.3403
C -13.41568 13.37215 5.30872 -0.163 0.144 -0.237 -0.7750
N -17.14773 13.68543 3.13083 -0.382 0.200 -0.100 -0.4159
H -15.71958 16.44740 1.97037 -0.284 0.487 -0.080 0.2695
H -16.95994 16.41813 3.24456 -0.025 -0.162 0.086 0.3924
H -17.37054 15.84916 1.59955 0.110 -0.060 0.096 0.3622
H -15.44958 13.93967 1.94371 -0.838 0.399 -1.051 -1.0393
H -15.35984 15.13846 4.57785 0.233 -0.086 0.752 0.4109
H -14.07892 15.13312 3.36335 0.162 0.368 -0.034 0.5601
H -12.76534 14.24688 5.30843 -0.294 0.377 -0.383 0.4807
H -12.71097 12.54060 5.31329 -0.427 -0.265 -0.756 -0.2974
H -13.87500 13.31715 6.29568 -0.589 0.226 -0.090 0.3640
H -17.41746 14.13110 3.99612 -0.652 -0.263 0.344 0.3459
H -16.89495 12.73129 3.34488 -0.206 0.142 -0.076 -0.2323
C -17.81485 2.15983 3.90801 -0.171 -0.408 0.940 -1.2690
C -17.94199 2.85447 5.31444 -0.902 0.287 -0.820 0.4014
C -17.52837 4.30716 5.33324 1.248 1.202 -0.382 -0.4008
O -18.08669 5.07070 4.25635 -0.100 0.268 -0.333 -0.6512
C -17.83976 6.48680 4.32224 -1.634 -0.087 -0.227 -0.8820
N -19.35977 2.74943 5.72895 -0.333 0.084 -0.625 -0.8455
H -16.79476 1.94473 3.58984 0.082 0.393 0.124 0.3244
H -18.35560 2.65294 3.10022 0.163 0.535 0.221 0.0957
H -18.31197 1.19148 3.96515 0.030 -0.125 0.306 0.4913
H -17.34816 2.35479 6.07980 0.192 -0.181 -0.208 0.3236
H -16.45048 4.45378 5.26434 0.459 -0.433 -0.047 -0.0582
H -17.77784 4.79162 6.27726 -0.430 -0.095 0.276 0.5842
H -16.80873 6.82767 4.22796 0.163 -0.447 0.621 0.1595
H -18.44807 6.89972 5.12694 0.823 0.058 0.813 0.5817
H -18.36839 6.97379 3.50278 0.098 -0.489 -0.645 0.3834
H -19.62116 3.46945 6.38725 0.569 -0.020 0.943 0.2975
H -19.88045 3.14601 4.95972 -0.336 -0.458 -0.757 0.3104
C -17.07508 11.85114 6.40097 0.425 -0.244 0.669 -2.0024
C -16.12520 10.85813 5.65208 -1.194 0.350 1.178 2.0799
C -16.36563 9.33479 5.90693 -0.794 0.991 1.119 -0.0619
O -16.47895 8.89758 7.28753 0.628 0.733 0.226 -0.5657
C -15.25631 8.83507 8.06312 -0.375 -0.004 -1.142 0.0501
N -16.16291 11.20211 4.21803 -0.151 -1.471 1.030 0.7516
H -16.89071 11.81250 7.47457 0.114 -0.186 0.146 0.4271
H -18.15996 11.79334 6.31273 0.028 -0.736 -0.563 0.3065
H -16.85809 12.88560 6.13469 0.381 0.018 -0.311 0.3688
H -15.12688 11.10429 6.01384 0.332 -0.068 0.294 -1.0646
H -15.59944 8.76482 5.38139 0.033 -0.198 -0.170 -0.1533
H -17.38103 9.14843 5.55717 0.162 -0.325 -0.492 0.2978
H -15.43869 8.57463 9.10572 -0.558 -0.241 -0.229 0.4533
H -14.71780 9.78159 8.11007 0.048 0.204 -0.344 -0.2417
H -14.63356 8.07573 7.59016 0.421 0.026 0.215 -0.0286
H -15.54843 10.50850 3.81627 0.400 0.036 -0.716 -0.3530
H -15.62398 12.05418 4.27830 0.356 0.170 -0.811 0.4696
C -11.50327 10.68707 3.63232 -1.262 -0.200 0.103 -1.4256
C -12.18003 9.44768 4.21077 -1.261 -0.850 -0.875 2.7234
C -13.06717 8.58767 3.21327 0.842 0.623 -0.543 -1.1540
O -14.29674 9.19513 2.92897 -0.761 0.381 0.652 0.4912
C -15.23354 8.43754 2.16269 0.404 0.593 -0.514 -0.7345
N -11.13205 8.52401 4.71762 -0.860 0.983 -0.783 0.5380
H -11.05296 11.18848 4.48901 0.349 0.228 -0.168 0.3404
H -12.29178 11.33458 3.24884 0.187 0.279 -0.270 -0.0498
H -10.77024 10.45874 2.85861 0.039 0.006 0.021 0.3413
H -12.87695 9.78097 4.97975 0.006 -0.060 0.457 -0.6059
H -13.21396 7.55724 3.53695 0.018 -0.094 0.644 -0.3079
H -12.52884 8.48529 2.27102 0.344 0.033 -0.180 0.2898
H -15.40590 7.42315 2.52242 0.140 -0.076 0.231 0.1319
H -14.92851 8.40774 1.11666 0.266 -0.307 -0.133 0.3342
H -16.16360 9.00571 2.14668 -0.102 -0.048 0.364 0.0075
H -10.85196 8.21829 3.79665 0.763 -0.925 -0.067 -0.8776
H -10.39849 9.18450 4.93146 0.662 -0.141 0.553 -0.0903
C -11.38584 11.74326 7.74683 0.444 0.629 -1.391 -0.3312
C -11.72242 11.65488 9.19134 -1.819 -2.043 0.763 0.8787
C -10.58115 12.06263 10.08746 -1.546 -0.173 0.577 -1.2033
O -9.44198 11.20585 9.90958 -1.132 0.819 0.956 -0.3316
C -8.46242 11.51146 10.89070 1.661 0.361 -0.270 -0.9731
N -13.02587 12.40246 9.45928 1.608 0.383 -0.452 -0.7506
H -10.57023 11.16294 7.31543 0.556 -0.163 1.018 0.2009
H -11.12946 12.79592 7.62736 -0.058 0.217 -0.650 0.6244
H -12.13906 11.45274 7.01445 -0.791 0.274 0.542 -0.6380
H -11.95886 10.63939 9.50910 0.329 -0.547 -0.459 0.0673
H -10.96524 11.92305 11.09795 0.173 -0.070 0.375 0.4374
H -10.56025 13.14663 9.97516 1.549 0.334 -0.246 0.3759
H -8.68439 11.69280 11.94234 -1.532 0.540 -0.150 0.3668
H -7.93986 12.36692 10.46266 0.400 0.164 0.557 0.3327
H -7.73969 10.72289 11.10027 -0.052 -0.533 -1.232 0.3100
H -13.24536 12.44377 10.44427 0.149 -0.115 0.188 0.3014
H -13.77128 11.88087 9.02065 -0.032 -0.072 -0.099 0.2277
C -14.93518 2.57294 8.39368 0.696 0.955 -0.362 -1.4943
C -13.95203 3.75452 8.72904 -0.763 -1.232 0.113 0.2166
C -14.11666 4.99495 7.83587 0.965 -0.895 -0.805 0.1645
O -13.77714 4.65791 6.47341 -0.165 -0.764 0.750 -0.5331
C -13.60476 5.72167 5.59758 -0.150 -0.075 -1.408 -0.1638
N -14.17507 4.00117 10.16451 -0.695 0.410 -0.056 -0.7534
H -15.96496 2.91180 8.50689 -0.158 0.121 -0.107 0.3565
H -14.80163 1.74144 9.08568 0.235 0.078 -0.030 0.4172
H -14.78038 2.23457 7.36916 -0.068 -0.060 0.028 0.3362
H -12.94727 3.34400 8.62888 0.173 0.277 -0.240 0.2992
H -13.34936 5.71269 8.12603 -0.421 0.555 0.492 -0.0983
H -15.14816 5.34519 7.87397 -0.052 0.438 0.158 0.1636
H -12.71546 6.34198 5.70922 -0.065 0.339 0.882 0.2408
H -14.51900 6.29119 5.43051 -0.151 0.573 0.560 0.1468
H -13.44665 5.31959 4.59686 0.007 -0.596 -0.070 0.1077
H -15.16605 3.86249 10.30168 -0.313 -0.488 0.277 0.3082
H -14.12839 4.96798 10.45297 0.847 0.461 -0.242 0.2784
C -9.19330 8.21729 7.60824 -2.326 -1.367 0.582 -0.5295
C -10.61144 7.52053 7.46913 1.127 1.385 -0.335 -0.1785
O -11.62129 8.51128 7.45921 -0.452 -0.098 0.333 -0.2027
O -9.03344 8.65410 8.93695 1.329 -0.998 0.000 -0.6224
H -9.01777 8.98960 6.85936 -0.312 0.280 -0.048 0.1982
H -8.55043 7.38682 7.31644 0.892 0.163 0.770 0.4149
H -10.84468 6.83617 8.28481 0.502 0.004 0.111 0.4402
H -10.60823 6.99569 6.51382 -0.122 -0.298 -0.002 -0.0504
H -11.72409 8.68723 6.52109 -0.260 0.113 -0.307 0.1476
H -9.52027 9.43319 9.21553 -0.267 0.375 -0.645 0.4013
C -11.07919 4.78418 2.38739 -1.947 0.608 -0.728 -0.7972
C -10.22668 5.96152 2.83944 1.099 -2.280 -0.417 0.5326
O -10.43842 7.17271 2.22074 -0.851 1.210 -0.496 -0.6003
O -11.19195 4.75108 0.93032 0.675 0.075 1.206 -0.5638
H -12.08227 4.94232 2.78351 -0.369 0.108 -0.063 0.2364
H -10.80541 3.81567 2.80588 0.742 0.146 -0.049 0.4579
H -9.22045 5.64827 2.56108 0.519 -0.020 0.712 0.1959
H -10.38211 6.08421 3.91130 0.329 0.018 0.013 -0.1881
H -10.35147 7.07774 1.26942 -0.078 -0.176 -0.177 0.3291
H -11.46423 3.85963 0.70060 -0.047 0.017 -0.168 0.3160
C -16.46886 9.30509 -1.52910 0.724 1.081 0.332 -0.0548
C -15.86788 10.76556 -1.51612 -1.074 0.124 1.516 -0.0834
O -15.76602 11.40173 -2.73655 0.873 -0.206 -2.310 -0.6218
O -15.52924 8.23941 -1.39983 0.467 0.211 -0.057 -0.5298
H -17.07461 9.16382 -2.42419 -0.199 0.211 0.137 0.5361
H -17.05157 9.23496 -0.61060 -0.475 0.133 -0.184 -0.0840
H -14.97590 10.88274 -0.90071 0.616 -0.821 -0.162 0.0185
H -16.51848 11.48928 -1.02515 -0.933 -0.919 1.122 0.2772
H -15.74863 12.34587 -2.56362 0.049 0.010 -0.191 0.3286
H -15.54326 7.66053 -2.16553 -0.037 0.204 -0.100 0.2877
C -7.44522 10.20272 0.39507 0.342 0.807 -0.411 -0.2529
C -6.82000 10.90423 -0.82644 -1.356 -1.023 0.086 -0.5985
O -7.65390 10.56173 -1.96625 0.424 0.660 0.344 -0.5267
O -8.72273 10.76078 0.69643 0.113 -0.339 0.204 -0.3619
H -6.83683 10.34779 1.28777 0.156 -0.084 -0.017 0.2332
H -7.47144 9.14067 0.15123 -0.217 -0.213 0.282 0.3237
H -5.80671 10.53834 -0.99219 0.178 0.264 0.086 0.3159
H -6.87788 11.98297 -0.68133 0.148 -0.080 -0.260 0.3098
H -7.51680 9.63165 -2.16054 0.091 -0.090 -0.042 0.2976
H -9.41360 10.25656 0.26048 0.093 0.040 -0.204 0.2283
C -6.61066 7.07163 3.32295 -0.722 1.330 0.290 -0.7406
C -7.61087 8.16728 3.75826 1.016 -0.044 -0.262 0.9567
O -6.94753 9.16279 4.58807 -0.450 -0.765 -0.696 -0.6277
O -5.73604 7.53628 2.31816 0.235 0.234 -0.097 -0.5561
H -7.19353 6.28405 2.84536 0.266 -0.381 0.545 0.1351
H -6.02163 6.84133 4.21071 -0.221 -0.857 0.062 0.4260
H -8.44772 7.71032 4.28643 -0.086 0.069 0.128 -0.2173
H -7.93659 8.63387 2.82858 -0.397 0.072 0.061 -0.0057
H -7.31263 10.00228 4.29901 0.132 0.203 0.179 0.3787
H -5.13703 8.13111 2.77529 0.234 0.222 -0.202 0.3368
C -19.13503 10.20642 2.00022 0.758 0.163 -0.044 0.7448
C -20.52110 10.34488 1.45705 0.001 1.383 0.335 -0.7264
O -20.71280 11.71819 1.08653 -0.360 -0.412 -1.057 -0.5696
O -18.96291 10.95746 3.19685 -0.724 -1.095 -0.304 -0.5450
H -18.37378 10.59327 1.32277 -0.396 0.382 -0.823 -0.1044
H -18.84385 9.15603 1.99815 -0.196 -0.610 1.012 -0.2279
H -21.32205 10.11630 2.16014 0.282 -0.493 0.399 0.3276
H -20.63502 9.66442 0.61320 -0.091 0.456 -0.362 0.3691
H -20.72470 12.27660 1.86732 0.211 -0.256 0.255 0.3230
H -18.00880 11.03102 3.27339 0.534 0.341 0.785 0.2407
C -16.92857 5.28273 0.99345 -0.733 1.214 0.004 0.2811
C -17.74175 4.28911 0.25577 0.707 0.290 -0.118 -0.5852
O -16.82606 3.49250 -0.46082 -0.514 -0.936 -0.878 -0.5604
O -16.36862 4.77133 2.15604 1.027 -0.165 0.145 -0.3408
H -17.63913 6.08235 1.20275 0.070 0.684 0.415 -0.1268
H -16.15731 5.68454 0.33631 0.093 -0.043 0.056 0.3729
H -18.37385 4.87113 -0.41491 -0.036 -0.471 -0.504 0.4158
H -18.38026 3.76476 0.96673 -0.089 -0.399 -0.119 0.1667
H -16.43843 2.82336 0.10804 -0.081 0.088 0.219 0.3235
H -17.07247 4.77916 2.80883 -0.266 -0.236 0.670 0.1236
```
Forces are in eV/Å.